(1)
{"formula": "C31H86O12", "method": "ωB97M-V with the def2-TZVPD basis set", "elements": ["C", "C", "H", "O", "H", "H", "H", "H", "O", "H", "H", "H", "H", "H", "H", "H", "C", "C", "H", "H", "O", "H", "H", "C", "H", "C", "C", "H", "C", "H", "H", "H", "H", "O", "O", "H", "C", "C", "H", "H", "H", "H", "C", "H", "O", "H", "H", "H", "O", "H", "H", "C", "H", "H", "H", "H", "H", "C", "C", "H", "H", "H", "C", "H", "H", "C", "C", "H", "H", "C", "H", "C", "H", "H", "H", "H", "H", "H", "H", "H", "C", "H", "H", "C", "H", "H", "C", "H", "H", "C", "H", "O", "H", "C", "H", "C", "H", "C", "O", "H", "H", "H", "H", "H", "H", "H", "H", "H", "H", "C", "O", "C", "C", "H", "O", "H", "O", "H", "H", "H", "H", "C", "H", "H", "H", "H", "H", "H", "C"], "xyz": [[4.789, 0.245, -3.564], [-0.334, -1.691, 4.156], [-3.688, -4.320, -0.566], [1.514, 0.899, -1.158], [-2.256, -3.380, -0.143], [-2.100, 0.401, 1.419], [4.887, -2.858, 1.580], [-1.116, -1.366, 4.842], [3.077, -1.030, -2.340], [-0.696, 3.380, 0.965], [-0.803, 2.207, -3.692], [2.707, -5.512, -1.603], [5.301, 0.280, -4.526], [4.158, 0.731, -0.521], [5.633, 1.654, -0.212], [0.612, -1.471, 4.651], [-2.830, 0.330, 2.224], [-2.717, -3.365, -2.273], [5.539, 0.193, -2.774], [-3.336, 4.495, 3.024], [2.723, 2.125, 1.087], [-3.210, 0.788, -3.249], [0.839, -5.086, -3.301], [-3.656, -2.169, -2.229], [-0.430, -0.963, 3.350], [-1.671, 3.511, 0.495], [4.678, 1.345, 0.214], [-1.368, 6.385, 0.722], [-2.708, -3.998, -0.919], [3.267, -2.463, 1.031], [-0.922, 0.369, -2.065], [1.503, -1.457, 0.341], [3.445, 2.909, -0.627], [-2.722, 3.932, 2.547], [-3.296, -4.271, -3.224], [1.093, 2.234, 6.086], [-5.010, 1.857, -2.623], [1.191, 1.965, 3.970], [3.087, -0.868, -4.360], [4.405, -1.851, -3.787], [3.117, -1.944, -2.051], [-5.403, -0.025, -3.007], [1.159, -4.544, -0.502], [-6.498, 2.913, -1.322], [3.212, -3.603, -1.314], [-0.074, 1.250, -0.043], [-2.102, -4.900, -1.003], [4.928, 0.800, 1.124], [-0.161, -4.003, 4.789], [1.138, -3.354, -2.986], [-2.732, -5.047, -3.254], [-3.498, 1.669, -2.677], [3.902, 4.657, 1.147], [5.471, 3.944, 0.604], [1.782, -0.141, 1.300], [-2.878, -0.667, 2.663], [4.708, 3.414, 2.095], [3.765, -1.689, 3.005], [-0.429, -0.380, -1.446], [3.897, -4.157, -0.932], [2.398, -4.332, -3.722], [-1.372, 1.873, -5.306], [0.776, 2.173, -5.161], [3.529, -3.746, 2.242], [-1.996, -2.921, 2.169], [-0.654, 2.467, -4.740], [-5.428, 2.789, -1.484], [-3.315, -1.535, -3.048], [0.601, -5.469, -0.648], [-1.564, 5.828, 1.638], [2.595, 2.876, 2.930], [1.583, -4.349, -2.998], [-1.712, -3.080, -2.584], [-1.180, -1.044, -1.016], [-4.688, -2.432, -2.461], [-2.064, 6.461, 2.371], [-3.054, 1.580, -1.685], [-0.216, 3.023, 5.252], [-1.591, -4.533, 2.607], [4.199, 1.144, -3.387], [4.509, 3.754, 1.079], [0.518, 2.114, 3.125], [-4.481, 0.271, 0.771], [2.179, -4.558, -1.604], [0.380, -3.293, 2.955], [1.648, -4.649, 0.467], [3.804, 2.614, 0.359], [-3.392, 4.780, 0.869], [2.734, -1.533, 3.323], [-2.420, 4.548, 1.305], [0.153, -0.880, 1.307], [4.553, -2.191, 4.095], [-2.595, -3.507, 3.729], [-1.758, -3.543, 3.032], [4.205, -0.732, 2.723], [-0.419, -3.139, 3.679], [-2.086, 2.504, 0.539], [0.400, 2.124, 5.252], [2.194, 2.946, 3.800], [-4.293, 1.778, 1.685], [1.544, 0.934, 3.964], [-2.669, 2.099, 3.050], [-0.534, 5.637, 1.942], [0.911, 1.135, -4.859], [-0.967, -4.447, 5.063], [2.199, 1.622, 0.459], [1.552, 2.774, -4.687], [-5.110, 2.495, -0.484], [-1.462, 3.761, -0.545], [3.850, -2.761, 1.902], [-2.590, 1.177, 3.306], [3.810, -0.969, -3.550], [0.987, -0.560, 0.683], [2.016, 0.134, -1.449], [-5.550, 0.591, -2.286], [0.145, -1.016, -2.120], [-0.948, 3.817, -4.998], [-0.238, 1.246, 5.352], [3.991, -2.842, 4.523], [-1.883, 3.927, -5.185], [-5.171, 3.836, -1.641], [-4.237, 0.691, 1.747], [0.902, 2.235, -6.242], [-2.988, 2.541, -3.087], [-5.324, 2.108, -3.636], [-3.652, -1.652, -1.269], [-5.006, 0.351, 2.440], [0.438, -3.727, -0.540], [0.424, 0.370, -0.449]], "total_energy_ha": -2135.4831, "smiles": "CC(C)O.CC(C)O.CC(C)O.CC(C)O.CC(C)O.CC(C)O.CC(C)O.CCO.CCO.CCO.CCO.CCO", "homo_energy_ev": -9.165, "gap_ev": 9.4, "total_charge": 0}

=====

(2)
{"formula": "C31H89N16O6P4", "method": "ωB97M-V with the def2-TZVPD basis set", "elements": ["H", "H", "C", "N", "H", "H", "H", "N", "H", "C", "H", "N", "C", "N", "H", "H", "C", "C", "O", "H", "H", "H", "O", "H", "H", "H", "H", "C", "H", "H", "C", "H", "C", "H", "H", "H", "N", "H", "H", "H", "H", "H", "C", "N", "H", "H", "P", "H", "H", "H", "H", "H", "H", "H", "H", "H", "H", "H", "H", "H", "N", "H", "N", "H", "H", "H", "H", "H", "N", "N", "H", "H", "H", "C", "C", "P", "H", "C", "H", "H", "N", "N", "H", "H", "O", "P", "C", "H", "N", "H", "C", "H", "H", "H", "H", "H", "H", "C", "H", "C", "C", "H", "C", "C", "H", "C", "H", "H", "N", "H", "H", "O", "C", "H", "H", "P", "N", "H", "C", "H", "C", "H", "H", "H", "O", "H", "H", "C", "C", "C", "O", "H", "N", "H", "C", "H", "H", "C", "C", "H", "H", "H", "C", "H", "C", "H"], "xyz": [[-2.689, -5.207, 4.954], [-0.615, -4.318, -1.715], [-3.049, -7.783, 2.192], [-2.554, -7.512, 1.002], [2.356, 5.228, 5.807], [-5.917, -4.374, 3.349], [4.582, 5.838, -0.107], [2.688, -1.156, -2.772], [0.481, 6.674, -0.003], [-2.966, -5.465, -0.656], [-2.251, -3.479, 5.245], [3.006, 4.951, 0.916], [1.464, -4.352, -3.507], [2.386, -0.431, 4.109], [2.401, 0.805, 2.390], [-0.189, 5.167, 0.640], [0.607, -1.045, -4.556], [3.751, 6.129, 0.539], [2.113, 3.327, 2.548], [3.151, 6.869, -0.015], [-1.539, -7.593, 1.036], [1.220, 4.283, 4.853], [0.126, -2.157, 5.632], [3.771, -2.679, 3.211], [2.567, -2.823, 7.238], [-4.967, -5.699, 4.100], [-5.201, -5.863, 0.854], [0.080, 6.193, 0.898], [-5.293, 5.854, -6.553], [3.582, 3.970, -0.861], [1.241, 7.520, 2.595], [0.554, -4.351, -4.129], [-4.917, -4.770, 3.537], [-2.619, 5.508, -4.480], [4.566, -1.301, -3.688], [3.411, -4.238, 3.957], [-2.907, -4.029, -0.481], [0.465, -3.947, -0.356], [1.248, -2.973, 2.267], [-4.668, -3.671, 5.381], [1.921, 4.600, -0.882], [-2.181, -4.165, 3.647], [3.731, -1.945, -3.407], [-2.259, 3.199, -7.844], [4.673, 5.044, 3.399], [-5.229, 4.332, -7.415], [1.934, 4.790, 2.252], [1.353, -4.513, 3.154], [0.355, 0.283, 7.001], [3.385, -2.380, -4.348], [2.124, 8.023, 2.190], [3.924, -2.919, 4.960], [3.840, 0.592, -2.616], [-2.001, -5.751, -1.078], [-0.547, 4.365, -7.410], [-0.279, -0.619, -5.034], [-3.732, -5.782, -1.358], [-2.091, -7.754, 3.979], [-1.339, -1.853, -1.915], [-0.846, 6.699, 1.175], [1.305, -3.647, -2.257], [3.192, -1.435, 8.147], [-2.044, 3.222, -4.962], [4.177, 6.756, 3.283], [-2.256, -9.342, 3.327], [3.650, 0.539, 5.504], [-1.740, -0.912, -3.335], [1.356, -0.261, -4.574], [1.924, -2.823, 4.280], [-4.385, -7.320, 2.239], [0.941, -1.875, -5.186], [0.378, 8.157, 2.387], [-4.243, 5.690, -7.974], [-0.602, 3.189, -5.124], [-1.127, -1.741, -2.980], [-3.095, 3.087, -6.348], [-2.376, -5.513, 1.309], [2.149, -0.217, 2.678], [2.892, 3.735, 5.002], [-1.457, -2.657, -3.487], [1.045, 6.215, 1.996], [0.297, -1.485, -3.208], [-4.999, -7.898, 1.676], [-1.690, 5.146, -8.516], [-3.325, 1.602, -6.289], [1.358, -1.945, -1.973], [2.691, 4.135, -0.250], [-0.109, 3.094, -4.154], [-2.388, -8.351, 3.222], [3.920, -1.830, 6.628], [-2.418, 2.340, -3.865], [4.064, 0.787, 3.831], [3.987, -0.492, -1.213], [0.711, -5.428, -1.266], [2.531, 0.480, -1.445], [-1.938, 6.094, -6.011], [-3.675, 3.506, -9.403], [0.425, -4.374, -1.362], [-3.523, -2.533, 3.085], [-1.262, 4.179, -8.206], [1.109, -3.448, 3.251], [2.284, -3.964, -4.104], [1.091, -0.365, 7.478], [-2.992, 2.737, -9.017], [1.098, -0.361, 2.424], [3.997, 5.812, 3.801], [-1.996, 2.706, -2.925], [-2.306, 2.455, -9.817], [2.598, 5.425, 3.732], [1.326, 7.469, 3.676], [-2.068, 1.313, -4.029], [1.957, -1.962, -0.588], [2.255, 4.622, 4.904], [1.717, -5.395, -3.304], [4.118, -2.743, -2.759], [1.263, -1.360, 4.998], [2.030, -0.896, 6.493], [-3.505, 6.662, -5.437], [3.688, 0.044, 4.538], [1.629, 0.239, 8.213], [-4.195, -3.740, 4.406], [0.548, -1.158, 8.005], [-0.272, 2.353, -5.757], [0.051, -3.384, 3.512], [-4.156, -4.877, 2.331], [-0.218, 4.127, -5.530], [-0.675, 3.802, -9.045], [3.296, -0.098, -1.966], [-2.745, -4.183, 4.580], [-3.064, -6.124, 0.721], [-4.206, -2.479, 3.757], [4.279, 6.004, 4.837], [-3.534, 4.722, -6.217], [-3.582, 1.852, -8.778], [-4.391, -6.006, 1.570], [-3.500, 2.307, -3.741], [2.329, 3.152, 0.055], [2.959, -1.801, 7.146], [3.316, -3.158, 4.092], [2.740, -0.913, 2.070], [4.417, -0.769, 4.580], [-2.180, -3.781, 0.176], [-4.622, 5.176, -7.083], [-3.788, -3.649, -0.162], [-2.856, 5.785, -5.502], [4.204, 6.629, 1.389]], "total_energy_ha": -3926.9918, "homo_energy_ev": -9.053, "gap_ev": 4.2, "total_charge": 1}